No. 1
The following is a DFT calculation (ωB97M-V/def2-TZVPD) of an isolated molecule of C6H6O3 in a non-equilibrium geometry.

Properties
HOMO energy, eV: -8.3881
Energy, Ha: -457.8908
Charge: 0
Structure (SMILES): OC1=CC=C[C@]2(O)O[C@H]12
LUMO, eV: 0.727

Each line ends with the Löwdin charge.
Positions of all 15 atoms, in Å:
1 O -2.23492 1.38208 -0.28252  0.07
2 C -1.20764 0.54137 -0.00523  -0.26
3 C -1.33960 -0.78566 0.22662  -0.03
4 C -0.20235 -1.64518 0.23663  -0.07
5 C 1.05013 -1.19177 0.04295  0.01
6 C 1.31660 0.24187 -0.00455  -0.50
7 O 2.48117 0.59391 -0.63948  0.08
8 O 0.94446 1.01287 1.08893  0.09
9 C 0.11307 1.15890 -0.04466  -0.12
10 H -3.06735 0.89239 -0.29336  0.11
11 H -2.32286 -1.22937 0.29549  0.11
12 H -0.37985 -2.70615 0.32262  0.11
13 H 1.89363 -1.84360 -0.10556  0.11
14 H 2.77715 1.45060 -0.30806  0.12
15 H 0.17835 2.12775 -0.52982  0.16

***

No. 2
The following is a DFT calculation (ωB97M-V/def2-TZVPD) of a cluster of 7 separate species, C63H144F2N4O6P3S2 in total in a non-equilibrium geometry.

Properties
HOMO energy, eV: -18.2719
Energy, Ha: -5175.6254
Charge: +5
LUMO, eV: -9.980

Each line ends with the Löwdin charge.
Positions of all 224 atoms, in Å:
1 N -0.28084 2.58960 0.22765  -0.30
2 S -0.79997 3.86596 -0.31673  0.39
3 O -2.17068 4.13757 0.04790  -0.26
4 O -0.25795 4.27325 -1.58039  -0.24
5 F 0.01372 4.82651 0.63580  -0.19
6 S -0.88811 1.56562 -1.00979  0.63
7 O -0.14992 1.51302 -2.25902  -0.28
8 O -2.33184 1.58394 -1.25892  -0.27
9 F -0.58802 0.09948 -0.39821  -0.19
10 C -2.07274 5.43354 3.49016  0.01
11 C -2.37263 6.68051 4.19662  -0.33
12 O -2.20906 7.84639 3.69621  0.14
13 N -3.01993 6.50983 5.56687  0.12
14 H -3.32219 7.38884 5.96194  0.18
15 H -3.84260 5.96437 5.35290  0.17
16 C -2.15002 5.65824 6.62708  0.09
17 H -0.99736 5.31012 3.61833  0.10
18 H -2.25343 5.66029 2.43943  0.10
19 H -2.58449 4.50519 3.74386  0.11
20 H -2.13719 4.64745 6.21936  0.09
21 H -2.71926 5.66266 7.55664  0.11
22 H -1.12952 6.04053 6.65028  0.11
23 C 2.88722 -0.18808 2.34768  0.04
24 C 1.58782 0.62809 2.50622  -0.33
25 O 0.68830 0.28248 3.23870  0.17
26 N 1.63974 2.07104 1.94242  0.08
27 H 2.34913 2.22240 1.23959  0.15
28 H 0.78706 2.08790 1.40136  0.05
29 C 1.80860 3.15603 3.04591  0.05
30 H 3.75769 0.30313 2.78256  0.10
31 H 3.20508 -0.37803 1.32251  0.07
32 H 2.85963 -1.14086 2.87640  0.10
33 H 1.51287 4.13738 2.67498  0.08
34 H 2.81406 3.12651 3.46577  0.10
35 H 1.00858 2.79937 3.69465  0.10
36 C 2.84734 5.94256 -1.33336  -0.05
37 C 2.83802 5.79771 0.24660  -0.23
38 C 4.08320 6.41207 0.89616  -0.20
39 C 4.13017 6.41609 2.40125  -0.10
40 N 5.47312 6.91625 3.05385  -0.23
41 C 6.65496 5.87828 2.95200  -0.06
42 C 6.48099 4.90660 4.15576  -0.13
43 C 5.35721 5.47199 5.04813  -0.13
44 C 5.39991 6.93181 4.57583  -0.11
45 C 5.80130 8.34341 2.53494  0.06
46 H 2.21880 5.14855 -1.73658  0.05
47 H 3.80089 5.76999 -1.83242  0.06
48 H 2.58870 6.95922 -1.62934  0.09
49 H 2.78975 4.80913 0.70320  0.07
50 H 1.97660 6.29669 0.69051  0.10
51 H 4.16497 7.44153 0.54740  0.13
52 H 4.88531 5.72462 0.62759  0.12
53 H 3.93190 5.42635 2.81259  0.10
54 H 3.49782 7.12631 2.93400  0.13
55 H 7.53842 6.51154 3.03316  0.13
56 H 6.76376 5.48006 1.94319  0.12
57 H 7.41729 4.79895 4.70337  0.13
58 H 6.23447 3.98415 3.63002  0.10
59 H 5.54384 5.19064 6.08453  0.13
60 H 4.41951 4.97624 4.79705  0.08
61 H 6.37127 7.36974 4.80557  0.14
62 H 4.59684 7.48436 5.06353  0.15
63 H 6.02444 8.41851 1.47068  0.11
64 H 6.62559 8.73805 3.12900  0.11
65 H 4.86478 8.87538 2.70242  0.11
66 C 4.38074 4.74532 -4.47121  -0.13
67 C 4.29131 3.58618 -5.41555  -0.24
68 C 4.63818 2.17275 -4.74705  -0.19
69 C 3.61699 1.70200 -3.62292  -0.21
70 P 3.87000 -0.03887 -3.03216  1.02
71 C 4.10462 -1.18375 -4.46647  -0.25
72 C 2.90834 -1.16480 -5.50318  -0.21
73 C 3.18504 -2.13017 -6.71180  -0.23
74 C 3.37946 -3.56382 -6.27717  -0.11
75 C 5.39607 -0.26288 -2.02257  -0.25
76 C 6.76771 0.43370 -2.34128  -0.19
77 C 7.64342 -0.24142 -3.44742  -0.25
78 C 7.68371 -1.74049 -3.44490  -0.10
79 C 2.45448 -0.56797 -2.12388  -0.30
80 C 2.43392 -2.02784 -1.63622  -0.22
81 C 1.21559 -2.37041 -0.74723  -0.23
82 C 1.38336 -3.78593 -0.05786  -0.08
83 H 3.42049 4.72584 -3.95579  0.05
84 H 4.56846 5.72629 -4.90774  0.09
85 H 5.12559 4.58269 -3.69221  0.07
86 H 4.96571 3.70804 -6.26315  0.11
87 H 3.29231 3.78072 -5.80575  0.11
88 H 5.70317 2.10423 -4.52520  0.10
89 H 4.58415 1.56527 -5.65047  0.09
90 H 2.59958 1.81596 -3.99706  0.09
91 H 3.74101 2.34861 -2.75423  0.08
92 H 4.29939 -2.17807 -4.06460  0.08
93 H 5.04372 -0.93269 -4.95958  0.09
94 H 2.75191 -0.16653 -5.91195  0.09
95 H 1.94887 -1.48134 -5.09412  0.10
96 H 4.13263 -1.89481 -7.19637  0.11
97 H 2.42094 -1.93984 -7.46548  0.12
98 H 3.82639 -4.19809 -7.04272  0.09
99 H 2.47258 -4.06400 -5.93732  0.08
100 H 4.10014 -3.75863 -5.48295  0.06
101 H 5.55739 -1.33661 -1.92676  0.09
102 H 5.10258 0.05138 -1.02097  0.07
103 H 7.25958 0.45020 -1.36872  0.11
104 H 6.57500 1.49837 -2.47340  0.09
105 H 8.65952 0.15259 -3.46683  0.12
106 H 7.33694 0.06103 -4.44877  0.10
107 H 6.79502 -2.03767 -4.00169  0.05
108 H 7.80564 -2.25659 -2.49260  0.09
109 H 8.49152 -2.04689 -4.10947  0.09
110 H 1.64988 -0.36120 -2.82955  0.09
111 H 2.42998 0.09886 -1.26199  0.08
112 H 3.23639 -2.21777 -0.92343  0.11
113 H 2.55147 -2.68556 -2.49745  0.12
114 H 0.31337 -2.29084 -1.35366  0.10
115 H 1.05672 -1.61478 0.02210  0.07
116 H 0.49364 -4.20925 0.40830  0.04
117 H 1.88516 -3.63679 0.89820  0.06
118 H 1.87388 -4.58028 -0.62043  0.08
119 C -1.39901 -2.42028 2.14009  -0.08
120 C -2.15509 -3.77807 1.81767  -0.24
121 C -1.48318 -4.86990 2.68623  -0.26
122 C -2.20926 -6.20316 2.39543  -0.23
123 P -1.90356 -7.59055 3.65203  1.06
124 C -1.80968 -6.76665 5.26846  -0.28
125 C -1.72531 -7.72884 6.47557  -0.25
126 C -1.36811 -7.01247 7.75463  -0.23
127 C 0.21608 -6.90432 7.83716  -0.07
128 C -3.33368 -8.80240 3.56333  -0.22
129 C -4.77904 -8.24710 3.83671  -0.23
130 C -5.14209 -8.24348 5.32330  -0.25
131 C -6.50517 -7.51206 5.57634  -0.09
132 C -0.28607 -8.38998 3.31217  -0.22
133 C 0.73893 -7.37899 2.58666  -0.23
134 C 2.10394 -8.05269 2.30335  -0.23
135 C 2.80202 -7.17151 1.24898  -0.11
136 H -1.89891 -1.70067 1.49172  0.06
137 H -0.39648 -2.67131 1.79365  0.04
138 H -1.41644 -2.10074 3.18206  0.08
139 H -2.09600 -4.06954 0.76903  0.10
140 H -3.21441 -3.67841 2.05433  0.11
141 H -1.70147 -4.49514 3.68623  0.10
142 H -0.40172 -4.87587 2.55015  0.09
143 H -1.97397 -6.53338 1.38364  0.10
144 H -3.28181 -6.00899 2.38967  0.08
145 H -2.76522 -6.24739 5.19499  0.09
146 H -1.05829 -5.97792 5.23087  0.09
147 H -0.96437 -8.49534 6.32874  0.10
148 H -2.66780 -8.27626 6.46340  0.09
149 H -1.86907 -7.49325 8.59486  0.11
150 H -1.83326 -6.03150 7.85171  0.10
151 H 0.56854 -6.47918 6.89741  0.06
152 H 0.68229 -7.88927 7.81214  0.07
153 H 0.50440 -6.45583 8.78787  0.08
154 H -3.16379 -9.55578 4.33252  0.10
155 H -3.29806 -9.28390 2.58609  0.10
156 H -5.53013 -8.91012 3.40736  0.12
157 H -4.85623 -7.24468 3.41565  0.09
158 H -4.43921 -7.54125 5.77157  0.07
159 H -5.17519 -9.21577 5.81489  0.12
160 H -6.37920 -6.47111 5.87408  0.07
161 H -7.00531 -8.01945 6.40127  0.08
162 H -7.24545 -7.56314 4.77791  0.07
163 H -0.54098 -9.38055 2.93547  0.10
164 H 0.15733 -8.69657 4.25953  0.09
165 H 0.93769 -6.47720 3.16577  0.10
166 H 0.36618 -7.08040 1.60687  0.08
167 H 1.94888 -9.06960 1.94288  0.12
168 H 2.73736 -7.96764 3.18633  0.11
169 H 2.09253 -6.85523 0.48434  0.05
170 H 3.51686 -7.76103 0.67489  0.08
171 H 3.23021 -6.25680 1.65895  0.07
172 C -3.59766 -2.01379 -1.60867  -0.11
173 C -4.90223 -2.18391 -2.36390  -0.25
174 C -5.17108 -1.15529 -3.54531  -0.16
175 C -5.19157 0.31859 -2.87503  -0.22
176 P -5.30262 1.79163 -4.06583  1.07
177 C -5.16232 3.42085 -3.34274  -0.28
178 C -5.00603 3.50828 -1.82858  -0.25
179 C -5.17665 4.92601 -1.26700  -0.23
180 C -4.24909 6.00058 -1.97270  -0.08
181 C -6.97722 1.67603 -4.79582  -0.28
182 C -8.14042 1.67033 -3.82798  -0.22
183 C -8.64567 0.25144 -3.39529  -0.26
184 C -10.01591 0.24235 -2.77606  -0.09
185 C -4.02505 1.66239 -5.45062  -0.23
186 C -2.56243 1.39376 -4.98635  -0.24
187 C -1.62362 1.09231 -6.14438  -0.22
188 C -0.06559 1.23971 -5.90247  -0.09
189 H -3.35143 -1.03212 -1.20395  0.05
190 H -2.73452 -2.29903 -2.21013  0.07
191 H -3.70643 -2.75732 -0.81909  0.06
192 H -5.68131 -2.10839 -1.60532  0.10
193 H -5.11043 -3.21480 -2.65025  0.11
194 H -6.14594 -1.47331 -3.91492  0.09
195 H -4.43397 -1.34466 -4.32564  0.10
196 H -4.25645 0.47390 -2.33694  0.04
197 H -5.97339 0.41340 -2.12146  0.08
198 H -5.97670 4.05501 -3.69306  0.11
199 H -4.31413 3.90863 -3.82309  0.10
200 H -3.98200 3.22311 -1.58745  0.07
201 H -5.58879 2.71724 -1.35662  0.10
202 H -4.87095 4.88450 -0.22157  0.08
203 H -6.21802 5.24550 -1.22754  0.11
204 H -3.22605 5.71626 -2.21899  0.06
205 H -4.25549 6.88057 -1.32953  0.07
206 H -4.75118 6.17619 -2.92409  0.07
207 H -6.96798 0.70648 -5.29380  0.09
208 H -7.05651 2.41791 -5.59044  0.11
209 H -8.96223 2.25907 -4.23554  0.12
210 H -7.83169 2.27152 -2.97279  0.10
211 H -7.81786 -0.21557 -2.86168  0.07
212 H -8.67403 -0.41743 -4.25547  0.11
213 H -10.38440 -0.77371 -2.91725  0.08
214 H -10.69022 0.78320 -3.44006  0.08
215 H -10.13456 0.69488 -1.79156  0.08
216 H -4.23111 2.56854 -6.02030  0.10
217 H -4.28853 0.87321 -6.15479  0.10
218 H -2.57605 0.54827 -4.29855  0.10
219 H -2.21233 2.28508 -4.46570  0.11
220 H -1.83544 1.77180 -6.96993  0.11
221 H -1.80752 0.11867 -6.59857  0.11
222 H 0.20323 2.17839 -5.41801  0.06
223 H 0.59310 1.32045 -6.76719  0.07
224 H 0.34871 0.44535 -5.28162  0.04

***

No. 3
The following is a DFT calculation (ωB97M-V/def2-TZVPD) of a structure of composition C12H24Li6O11P2 in a non-equilibrium geometry.

Properties
HOMO energy, eV: -3.4628
Energy, Ha: -2026.8120
Charge: 0
LUMO, eV: -1.870

Each line ends with the Löwdin charge.
Positions of all 55 atoms, in Å:
1 Li 3.46450 -0.18635 0.55848  0.66
2 Li -0.28123 -5.60071 0.77242  0.75
3 Li -3.53412 -1.75343 6.39387  0.74
4 Li -5.12943 -4.30848 1.70377  0.83
5 Li 0.93253 -3.16143 5.30662  0.71
6 Li -0.11978 2.63116 3.43467  0.72
7 P -0.62012 -1.24100 1.78720  -0.21
8 O -1.03885 -0.73765 3.20917  -0.60
9 O -0.05275 0.01661 1.03651  -0.59
10 O -1.69160 -2.09372 1.09654  -0.54
11 O 0.57279 -2.24186 1.94772  -0.61
12 P -3.68804 -6.07436 5.32683  -0.17
13 O -3.83031 -7.46655 6.02970  -0.35
14 O -3.08354 -6.51542 3.99233  -0.37
15 O -2.52414 -5.34269 6.02110  -0.43
16 O -4.79208 -4.98943 5.20547  -0.54
17 C -3.35329 8.79466 2.92153  -0.17
18 C -3.60384 7.92149 1.69055  -0.16
19 C -3.03719 6.50553 2.00389  -0.20
20 O -2.55368 6.67089 3.31981  -0.17
21 C -2.12783 8.08131 3.47383  -0.18
22 H -4.14206 8.63223 3.65607  0.12
23 H -3.19233 9.85372 2.72004  0.11
24 H -3.18609 8.35211 0.78052  0.11
25 H -4.67877 7.84663 1.52619  0.10
26 H -2.19791 6.18211 1.38817  0.11
27 H -3.75907 5.69559 1.89909  0.12
28 H -1.13384 8.28831 3.07731  0.11
29 H -1.97276 8.45744 4.48505  0.11
30 C -3.14835 3.24454 -7.63217  -0.21
31 C -2.54889 2.12757 -6.83559  -0.18
32 C -3.10048 2.41218 -5.43021  -0.16
33 O -4.29675 3.19142 -5.72068  -0.15
34 C -4.54034 3.38506 -7.10302  -0.21
35 H -3.14565 3.04560 -8.70386  0.11
36 H -2.51874 4.11178 -7.43323  0.12
37 H -1.46030 2.18295 -6.83561  0.11
38 H -2.95807 1.19438 -7.22265  0.11
39 H -2.37085 2.97916 -4.85204  0.11
40 H -3.37887 1.51604 -4.87565  0.11
41 H -4.87274 4.41931 -7.19206  0.12
42 H -5.26525 2.71086 -7.55916  0.12
43 C 7.34932 -6.48497 0.43239  -0.18
44 C 8.62109 -5.76930 -0.15216  -0.14
45 C 9.64483 -6.92509 -0.28543  -0.20
46 O 8.84544 -8.09362 -0.59031  -0.16
47 C 7.53023 -7.93721 0.10699  -0.17
48 H 6.41013 -6.05995 0.07830  0.10
49 H 7.41372 -6.42345 1.51874  0.10
50 H 8.79264 -4.90070 0.48360  0.10
51 H 8.45334 -5.37861 -1.15582  0.10
52 H 10.15404 -7.23676 0.62653  0.11
53 H 10.48069 -6.75431 -0.96385  0.11
54 H 7.59593 -8.52998 1.01935  0.11
55 H 6.66891 -8.24343 -0.48668  0.11

***

The lowest energy belongs to which entry?
C63H144F2N4O6P3S2